Formula: C26H27NO4S2
Source: the Open Molecules 2025 dataset
Level of theory: wB97M-V/def2-TZVPD

Last column: Löwdin charge in e.
Atoms and positions in Å:
C  3.742  4.014  -2.605  -0.08
C  2.350  3.992  -2.474  -0.08
C  1.766  3.499  -1.313  -0.08
C  2.562  3.024  -0.264  -0.27
S  1.804  2.291  1.206  0.66
C  1.218  0.658  0.917  -0.43
C  -0.044  -0.004  1.234  -0.23
S  1.817  -0.278  -0.512  0.73
C  3.597  -0.615  -0.761  -0.24
C  4.120  -0.070  -1.934  -0.07
C  5.267  -0.628  -2.479  -0.08
C  5.902  -1.680  -1.836  -0.09
C  5.409  -2.190  -0.637  -0.08
C  4.235  -1.676  -0.086  -0.05
O  1.272  -1.641  -0.388  -0.34
O  1.461  0.554  -1.661  -0.36
O  2.861  2.270  2.207  -0.34
O  0.625  3.096  1.467  -0.36
C  3.954  3.107  -0.373  -0.07
C  4.547  3.566  -1.548  -0.08
H  4.202  4.366  -3.523  0.10
H  1.709  4.353  -3.289  0.11
H  0.679  3.491  -1.198  0.12
H  0.222  -0.969  1.718  0.12
H  -0.523  0.646  1.955  0.08
H  3.572  0.733  -2.441  0.11
H  5.609  -0.208  -3.419  0.11
H  6.776  -2.122  -2.281  0.10
H  5.913  -2.996  -0.118  0.10
H  3.766  -2.091  0.821  0.12
H  4.570  2.799  0.474  0.11
H  5.636  3.571  -1.636  0.11
C  -3.140  0.985  2.096  0.02
N  -3.157  -0.381  1.586  0.00
C  -2.342  -0.819  0.650  -0.12
C  -1.230  -0.034  0.122  -0.16
C  -1.297  -0.522  -1.402  -0.13
C  -1.782  -1.978  -1.388  -0.16
C  -2.630  -2.097  -0.106  -0.08
C  -4.309  -1.155  1.975  -0.20
C  -5.608  -0.558  1.903  -0.01
C  -6.761  -1.352  1.991  -0.07
C  -6.655  -2.733  2.235  -0.08
C  -5.396  -3.302  2.491  -0.06
C  -4.237  -2.511  2.336  -0.03
H  -3.782  1.075  2.969  0.11
H  -2.134  1.257  2.342  0.08
H  -3.497  1.623  1.303  0.11
H  -1.383  1.076  0.093  0.16
H  -2.040  0.098  -1.966  0.13
H  -0.360  -0.402  -1.948  0.08
H  -2.389  -2.174  -2.278  0.11
H  -0.940  -2.692  -1.394  0.11
H  -2.314  -2.968  0.482  0.12
H  -3.697  -2.274  -0.345  0.14
H  -5.663  0.520  1.680  0.12
H  -7.743  -0.872  1.822  0.12
H  -7.562  -3.328  2.332  0.11
H  -5.308  -4.370  2.728  0.11
H  -3.241  -2.972  2.469  0.13

Summary:
**Frontier orbital gap**: 0.2146 Eh
**Molar mass**: 481.64 g/mol
**HOMO level**: -6.72 eV
**Net charge**: 0
**Electronic energy**: -2158.865279 a.u.
**ΔE to the lowest compared entry with this formula, charge and spin**: 1.6993 eV